Formula: C5H9N
Source: the OMol25 dataset
Level of theory: ωB97M-V/def2-TZVPD

HOMO-LUMO gap, eV: 5.553
Net charge: 0
HOMO energy, Ha: -0.2620
Energy above the lowest of the compared OMol25 structures with the same formula, charge and spin, kcal per mole: 109.1

Last columns: bonded neighbours and bond lengths (Å).
Element x y z (Å)
1 C 0.252 -0.958 -2.140  N2 1.409, H7 1.084, H8 1.126, H9 1.118
2 N 0.110 -0.084 -1.044  C1 1.409, C3 1.278
3 C -0.115 -0.336 0.188  N2 1.278, C4 1.410, C6 1.433
4 C -0.171 -1.540 0.920  C3 1.410, H11 1.104, H12 1.075
5 C 0.147 2.086 1.039  C6 1.488, H10 1.095, H13 1.091, H14 1.085
6 C -0.245 0.661 1.209  C3 1.433, C5 1.488, H15 1.084
7 H 0.626 -0.416 -3.001  C1 1.084
8 H -0.755 -1.304 -2.506  C1 1.126
9 H 0.920 -1.826 -1.916  C1 1.118
10 H 1.039 2.314 1.633  C5 1.095
11 H -0.332 -2.481 0.365  C4 1.104
12 H -0.407 -1.639 1.965  C4 1.075
13 H 0.430 2.222 -0.005  C5 1.091
14 H -0.659 2.795 1.191  C5 1.085
15 H -0.839 0.504 2.102  C6 1.084

These are the natural (NBO) partial charges, in e, on atoms 1 to 5: atom 1 (C): -0.41, atom 2 (N): -0.62, atom 3 (C): 0.04, atom 4 (C): -0.33, atom 5 (C): -0.74